Record 1
{
  "formula": "C24H26BF6IrN8O7S3",
  "method": "the ωB97M-V functional and the def2-TZVPD basis",
  "species": ["Ir", "S", "S", "S", "F", "F", "F", "F", "F", "F", "O", "O", "O", "O", "O", "O", "O", "N", "N", "N", "N", "N", "N", "N", "N", "C", "C", "C", "C", "C", "C", "C", "C", "C", "C", "C", "C", "C", "C", "C", "C", "C", "C", "C", "C", "C", "C", "C", "C", "B", "H", "H", "H", "H", "H", "H", "H", "H", "H", "H", "H", "H", "H", "H", "H", "H", "H", "H", "H", "H", "H", "H", "H", "H", "H", "H"],
  "coordinates": [[-0.0734, 0.0787, -0.2471], [4.9043, -2.3105, -1.9738], [-1.9191, -1.1862, -3.0309], [-1.0782, 1.4284, -3.4418], [-1.7280, -2.5573, -5.2899], [0.1700, -1.9590, -4.4668], [1.0003, 2.6402, -4.5767], [-0.9153, -3.5976, -3.5843], [0.0670, 1.1278, -5.8027], [1.3435, 0.5563, -4.1722], [5.9720, -1.3805, -1.7566], [-1.1277, -1.2125, -1.8226], [5.1839, -3.4546, -2.7805], [1.5448, -0.7884, -1.6627], [-3.2406, -1.7009, -2.8962], [-1.7993, 2.6036, -3.7919], [-0.5335, 1.4278, -2.0985], [-0.7880, 1.3472, 2.5470], [-0.9357, 1.6095, 1.2341], [1.6761, 0.4188, 1.2711], [-0.7862, -1.1511, 2.5886], [-1.8388, 0.1289, -3.8644], [1.3781, 0.1353, 2.5541], [3.5515, -1.4945, -2.4905], [-0.9659, -1.4334, 1.2852], [4.6677, -3.4782, 0.7093], [2.0327, -2.5330, 0.6469], [-1.7933, -3.1069, 2.4851], [3.6780, 0.9934, -0.0840], [2.5269, -0.1740, 4.7419], [-1.2574, -2.1617, 4.8266], [2.5056, -3.2171, 1.7559], [2.5992, -1.4430, -1.6177], [-1.3792, 2.3569, 4.7605], [3.5665, 0.3668, 2.4303], [-1.5737, -2.6231, 1.1943], [2.5086, 0.1004, 3.2818], [-1.0446, -2.4009, -4.1624], [0.4318, 1.4347, -4.5611], [-1.8925, 3.2437, 2.3946], [2.9022, -2.2889, -0.3946], [-1.9757, 3.4151, -0.1592], [3.8184, -3.6653, 1.7969], [3.0003, 0.5723, 1.1683], [-1.3598, 2.3223, 3.2769], [-1.8879, -3.3269, -0.0708], [-1.5993, 2.7643, 1.1164], [4.1901, -2.7873, -0.3812], [-1.2843, -2.1468, 3.3429], [-0.0686, 0.1104, 3.0793], [-0.3662, 2.3720, 5.1559], [-0.2361, -2.1415, 5.2016], [-1.7771, -1.2933, 5.2240], [2.0545, 0.6360, 5.2951], [4.6039, 0.4047, 2.6905], [-3.0604, 3.4842, -0.2289], [4.4096, 0.2582, -0.4188], [-1.5777, 4.4285, -0.1879], [-2.2676, -4.0290, 2.7490], [5.6792, -3.8490, 0.7158], [3.5480, -0.2709, 5.0947], [-2.4231, 4.1416, 2.6310], [-2.6262, -2.7795, -0.6537], [4.1788, -4.1819, 2.6731], [-1.8947, 3.2511, 5.0965], [2.9440, 1.1411, -0.8732], [-2.2685, -4.3214, 0.1485], [-1.6001, 2.8619, -1.0122], [-1.8928, 1.4867, 5.1632], [-0.9928, -3.4114, -0.6842], [4.2167, 1.9252, 0.0914], [1.9877, -1.0927, 4.9563], [-1.7420, -3.0622, 5.1908], [1.0132, -2.1828, 0.5706], [-0.0631, 0.1253, 4.2527], [1.8429, -3.3954, 2.5894]],
  "lowdin_charge": [1.514, 0.642, 0.620, 0.623, 0.159, 0.153, 0.151, 0.149, 0.151, 0.149, -0.303, -0.425, -0.288, -0.113, -0.236, -0.230, -0.423, 0.025, 0.005, 0.032, 0.035, -0.264, 0.033, 0.008, 0.016, -0.029, -0.035, 0.040, 0.006, -0.004, -0.005, -0.061, -0.556, -0.009, 0.046, -0.300, -0.257, -0.652, -0.660, 0.033, -0.149, -0.007, -0.064, -0.295, -0.252, -0.014, -0.301, -0.191, -0.253, -0.528, 0.086, 0.078, 0.084, 0.085, 0.121, 0.097, 0.074, 0.096, 0.117, 0.119, 0.088, 0.117, 0.069, 0.104, 0.087, 0.076, 0.093, 0.031, 0.083, 0.078, 0.097, 0.075, 0.088, 0.061, 0.110, 0.103],
  "e_homo_ha": -0.33612,
  "total_charge": 0,
  "relative_energy_ev": 4.800,
  "orbital_gap_ev": 6.4,
  "multiplicity": 1,
  "e_tot_ha": -3817.82410
}

Record 2
{
  "formula": "C24H26BrCl2IrN4OS3",
  "method": "the ωB97M-V functional and the def2-TZVPD basis",
  "species": ["Ir", "Br", "Cl", "Cl", "S", "S", "S", "O", "N", "N", "N", "N", "C", "C", "C", "C", "C", "C", "C", "C", "C", "C", "C", "C", "C", "C", "C", "C", "C", "C", "C", "C", "C", "C", "C", "C", "H", "H", "H", "H", "H", "H", "H", "H", "H", "H", "H", "H", "H", "H", "H", "H", "H", "H", "H", "H", "H", "H", "H", "H", "H", "H"],
  "coordinates": [[0.7795, -0.8727, 0.7177], [-4.6750, 0.4641, 4.5163], [-0.6114, -3.0451, -0.2884], [2.0454, -1.5935, -4.7470], [1.6070, -1.2320, -1.6963], [1.6161, -3.0835, 1.7867], [-1.1254, 0.3980, -1.6599], [-1.8858, -0.8396, -1.8481], [1.7936, 1.2009, 0.4662], [2.1555, -0.3368, 2.5558], [2.6502, -3.3788, 4.1958], [2.4617, -1.2161, 3.4856], [0.6881, -2.4111, -2.5551], [-2.3822, 1.6866, -1.2168], [0.2310, -3.5755, -4.6437], [-1.0156, 0.7189, 2.5741], [2.3312, 0.9431, 2.7698], [-2.2804, -0.9541, 1.4368], [-2.0803, 0.9578, 3.4255], [1.7467, 1.9362, -0.6405], [2.1561, 1.7984, 1.6300], [-0.7028, 0.9839, -3.3809], [0.9114, -2.6005, -3.9354], [-1.7103, 2.9359, -0.6904], [-1.6348, 0.3684, -4.4001], [2.7175, 1.4850, 4.1085], [-0.2724, -3.2312, -1.9426], [2.0199, 3.2883, -0.6670], [-3.3531, -0.7288, 2.2822], [2.2887, -2.4859, 3.2675], [-3.2364, 0.2049, 3.2983], [-1.0708, -0.2823, 1.6015], [2.3936, 3.1814, 1.6845], [2.3225, 3.9325, 0.5347], [-0.7004, -4.3767, -3.9984], [-0.9529, -4.2046, -2.6480], [-1.2676, 0.5507, -5.4078], [1.9792, 2.2046, 4.4602], [-2.9938, 1.8736, -2.0963], [-1.6954, -0.7070, -4.2416], [-2.4624, 3.6640, -0.3892], [1.4968, 1.4151, -1.5555], [0.4260, -3.7066, -5.6952], [-1.1031, 2.6978, 0.1816], [3.0712, -3.0711, 5.0550], [3.6847, 1.9796, 4.0550], [2.6460, 3.6369, 2.6270], [-1.6823, -4.8127, -2.1379], [-1.2378, -5.1303, -4.5504], [-2.4239, -1.6580, 0.6319], [2.5105, 4.9935, 0.5579], [-2.6379, 0.7812, -4.3159], [-0.7412, 2.0698, -3.3785], [-2.0083, 1.7158, 4.1891], [2.5602, -4.3623, 4.0096], [2.7843, 0.6675, 4.8192], [-1.0734, 3.4043, -1.4391], [-2.9974, 1.2196, -0.4493], [-0.1319, 1.3308, 2.6928], [2.0163, 3.8291, -1.5993], [-4.2688, -1.2854, 2.1522], [0.3248, 0.6637, -3.5542]],
  "lowdin_charge": [0.940, 0.757, 0.768, 0.714, 0.654, 0.654, 0.795, -0.530, 0.012, -0.053, 0.118, -0.017, -0.694, -0.343, -0.090, -0.118, -0.271, -0.146, -0.119, -0.154, -0.230, -0.357, -0.686, -0.133, -0.119, -0.002, -0.652, -0.019, -0.111, -0.817, -0.676, -0.262, 0.021, -0.012, -0.052, -0.084, 0.086, 0.098, 0.091, 0.066, 0.085, 0.050, 0.112, 0.055, 0.120, 0.098, 0.118, 0.115, 0.115, 0.047, 0.123, 0.078, 0.082, 0.105, 0.101, 0.074, 0.063, 0.083, 0.076, 0.121, 0.112, 0.040],
  "s2": 0.867,
  "e_homo_ha": [-0.39446, -0.39041],
  "total_charge": 1,
  "relative_energy_ev": 4.168,
  "orbital_gap_ev": [5.9, 5.3],
  "multiplicity": 2,
  "e_tot_ha": -6017.36697
}

Record 3
{
  "formula": "C24H26BrCl2IrN4OS3",
  "method": "the ωB97M-V functional and the def2-TZVPD basis",
  "species": ["Ir", "Br", "Cl", "Cl", "S", "S", "S", "O", "N", "N", "N", "N", "C", "C", "C", "C", "C", "C", "C", "C", "C", "C", "C", "C", "C", "C", "C", "C", "C", "C", "C", "C", "C", "C", "C", "C", "H", "H", "H", "H", "H", "H", "H", "H", "H", "H", "H", "H", "H", "H", "H", "H", "H", "H", "H", "H", "H", "H", "H", "H", "H", "H"],
  "coordinates": [[0.6935, 1.3254, -0.1330], [-0.8939, 4.8362, -5.6273], [4.6234, -1.7289, -1.9019], [1.4113, 0.1998, 2.0667], [2.4009, 0.2636, -1.1251], [2.1909, 2.9531, 0.4650], [-0.8565, -2.3953, 0.6024], [0.1575, -1.5609, -0.1385], [-0.5114, 2.4077, 1.2135], [-1.3945, 0.7889, -0.5786], [0.0689, 3.2205, 2.1440], [1.9682, 4.3395, 2.6948], [0.1698, 2.5956, -4.2425], [-0.3947, 3.8481, -4.0964], [3.3250, -1.6169, 2.3937], [0.5314, 1.8655, -3.1130], [-1.7761, 2.1728, 1.3120], [1.3128, 3.5171, 1.8665], [0.1034, -3.4930, 1.6745], [-1.7774, 0.0403, -1.6078], [-2.3039, 1.2626, 0.2864], [4.1065, -1.6624, -0.2533], [4.7318, -2.4884, 0.6619], [-3.1023, -0.3048, -1.8105], [2.7059, -0.8078, 1.4572], [-0.5954, 4.3864, -2.8353], [-2.5969, -4.4523, -0.0519], [4.3456, -2.4596, 1.9926], [0.3358, 2.3850, -1.8390], [1.2506, -4.1939, 0.9659], [-2.6293, 2.7874, 2.3686], [-1.4620, -3.5989, -0.5991], [3.0728, -0.7852, 0.1143], [-4.0474, 0.1380, -0.8994], [-0.2276, 3.6538, -1.7168], [-3.6448, 0.9352, 0.1597], [1.4592, 4.8157, 3.4198], [-3.6527, 2.9186, 2.0259], [-2.2813, -5.0538, 0.8005], [4.8389, -3.0938, 2.7160], [-1.7986, -2.9782, -1.4301], [-1.0323, 5.3697, -2.7259], [5.5224, -3.1429, 0.3236], [-0.6087, -4.1865, 2.1257], [-5.0906, -0.1213, -1.0192], [-0.6117, -4.1848, -0.9452], [1.7320, -3.5178, 0.2571], [-3.3782, -0.9085, -2.6632], [-2.6421, 2.1500, 3.2563], [-3.4403, -3.8353, 0.2593], [-0.3861, 4.0919, -0.7385], [0.9730, 0.8892, -3.2670], [0.9165, -5.0838, 0.4343], [0.3326, 2.1829, -5.2289], [3.0055, -1.5784, 3.4265], [-2.2192, 3.7487, 2.6617], [-4.3647, 1.3075, 0.8727], [0.4590, -2.8308, 2.4665], [2.9166, 4.6069, 2.5031], [-0.9930, -0.2933, -2.2727], [-2.9472, -5.1394, -0.8210], [1.9989, -4.5066, 1.6926]],
  "lowdin_charge": [0.844, 0.756, 0.714, 0.773, 0.703, 0.684, 0.916, -0.629, -0.169, -0.020, 0.010, 0.110, -0.120, -0.699, -0.109, -0.152, -0.241, -0.805, -0.372, -0.115, -0.195, -0.674, -0.093, -0.023, -0.602, -0.118, -0.121, -0.060, -0.388, -0.116, 0.001, -0.385, -0.624, -0.019, -0.128, 0.020, 0.117, 0.079, 0.069, 0.120, 0.074, 0.105, 0.115, 0.086, 0.123, 0.088, 0.068, 0.121, 0.107, 0.075, 0.086, 0.066, 0.077, 0.106, 0.114, 0.080, 0.116, 0.071, 0.099, 0.120, 0.084, 0.080],
  "s2": 0.760,
  "e_homo_ha": [-0.39683, -0.39590],
  "total_charge": 1,
  "relative_energy_ev": 0.000,
  "orbital_gap_ev": [7.3, 6.0],
  "multiplicity": 2,
  "e_tot_ha": -6017.52016
}